1.
# C6H13N

One molecule with the formula C6H13N at a distorted geometry (the ωB97M-V functional and the def2-TZVPD basis, OMol25).

XYZ file:
```
20
Properties=species:S:1:pos:R:3
C -2.56408 -0.40708 0.44807
C -1.49547 0.55182 -0.05659
N -0.18612 0.15859 0.45155
C 0.85829 1.20238 0.35329
C 2.13945 0.43247 0.13310
C 1.71093 -0.72392 -0.72627
C 0.32492 -1.07747 -0.11591
H -2.69611 -0.18620 1.50881
H -3.53391 -0.25844 -0.02337
H -2.24474 -1.44389 0.40488
H -1.73658 1.51471 0.39545
H -1.39314 0.67768 -1.14386
H 0.63254 1.86538 -0.49544
H 0.89135 1.82193 1.25001
H 2.89984 1.05518 -0.34016
H 2.52947 0.03988 1.07678
H 1.39938 -0.33966 -1.71047
H 2.43472 -1.50215 -0.93571
H -0.37435 -1.35980 -0.92099
H 0.40363 -2.02143 0.44682
```

Computed properties:
* energy above the lowest of the compared OMol25 structures with the same formula, charge and spin: 0.5322 eV
* Kohn-Sham gap: 9.287 eV
* calculated total energy: -7922.301 eV
* 2S+1: 1
* charge: 0
* SMILES: CCN1CCCC1

2.
# C6H13N

One molecule with the formula C6H13N at a distorted geometry (the ωB97M-V functional and the def2-TZVPD basis, OMol25).

XYZ file:
```
20
Properties=species:S:1:pos:R:3
C -2.20300 0.97857 -1.26236
C -0.95815 0.09655 -1.28880
N -0.10535 0.37608 -0.13911
C 1.36001 0.34033 -0.41640
C 2.02968 -0.40339 0.71195
C 0.92771 -0.78773 1.72118
C -0.39484 -0.50897 0.99140
H -1.96611 1.97397 -1.60057
H -2.50429 1.06285 -0.21172
H -3.05804 0.56048 -1.78469
H -1.21778 -0.96401 -1.41281
H -0.36421 0.27284 -2.18612
H 1.57376 1.40704 -0.46991
H 1.51133 0.01314 -1.44569
H 2.65465 0.32570 1.22570
H 2.70876 -1.23592 0.52772
H 1.01725 -0.24012 2.65120
H 0.94611 -1.84664 1.98808
H -1.04291 0.00887 1.68083
H -0.91458 -1.42963 0.72010
```

Computed properties:
* energy above the lowest of the compared OMol25 structures with the same formula, charge and spin: 0.7434 eV
* Kohn-Sham gap: 9.356 eV
* calculated total energy: -7922.090 eV
* 2S+1: 1
* charge: 0
* SMILES: CCN1CCCC1

3.
# C6H13N

One molecule with the formula C6H13N at a distorted geometry (the ωB97M-V functional and the def2-TZVPD basis, OMol25).

XYZ file:
```
20
Properties=species:S:1:pos:R:3
C -0.36220 2.57381 -1.05069
C -0.82450 1.13924 -0.68698
C 0.18688 0.11638 -0.21470
C 1.13821 -0.26111 -1.33473
C -0.06794 -0.81116 0.77205
C -0.17997 -2.28264 0.41568
N -0.08826 -0.48405 2.10698
H -0.77843 3.27299 -0.32624
H 0.71239 2.67189 -0.87185
H -0.57137 2.85196 -2.07699
H -1.20555 0.66723 -1.60290
H -1.70616 1.26042 -0.05677
H 1.50945 0.62015 -1.85681
H 0.73173 -0.97813 -2.05754
H 2.04037 -0.70340 -0.90244
H 0.64214 -2.89066 0.82246
H -0.05351 -2.41934 -0.64834
H -1.12464 -2.57455 0.87334
H 0.54775 0.21727 2.44260
H -0.02021 -1.25391 2.75775
```

Computed properties:
* energy above the lowest of the compared OMol25 structures with the same formula, charge and spin: 2.0560 eV
* Kohn-Sham gap: 7.632 eV
* calculated total energy: -7920.777 eV
* 2S+1: 1
* charge: 0
* SMILES: CC/C(C)=C(/C)N